[1]
{"formula": "C22H35BNO5", "method": "the ωB97M-V functional and the def2-TZVPD basis", "species": ["C", "C", "C", "C", "O", "B", "C", "C", "C", "N", "C", "C", "C", "C", "C", "C", "C", "O", "O", "H", "H", "H", "H", "H", "H", "H", "H", "H", "H", "H", "H", "H", "H", "H", "H", "H", "H", "H", "C", "C", "C", "O", "C", "H", "H", "H", "H", "H", "H", "H", "H", "C", "C", "C", "O", "C", "H", "H", "H", "H", "H", "H", "H", "H"], "xyz": [[-2.74461, -1.60001, 4.36712], [-3.31912, -1.26167, 3.36825], [-3.96655, -1.03684, 2.04806], [-3.43193, 0.26200, 1.41271], [-2.15126, -0.11752, 0.95614], [-2.14881, -1.62531, 0.76162], [-1.77869, -2.00664, -0.78629], [-0.27515, -2.12509, -1.03469], [0.46320, -0.81957, -0.75746], [1.91802, -1.03261, -0.76805], [2.66202, -0.09646, 0.06176], [2.48229, 1.32626, -0.45121], [2.57879, 1.55820, -1.81939], [2.39376, 2.83401, -2.33526], [2.11641, 3.87854, -1.46777], [2.02674, 3.66691, -0.10399], [2.21547, 2.39091, 0.40773], [2.09620, 2.18715, 1.77438], [-3.56284, -1.99366, 1.12034], [-2.16935, -1.92260, 5.20201], [-5.05144, -1.00738, 2.19140], [-4.03255, 0.48119, 0.51801], [-3.36103, 1.11302, 2.09498], [-1.31839, -2.18078, 1.49756], [-2.23084, -2.98626, -1.00521], [-2.23231, -1.28482, -1.47647], [-0.10432, -2.36438, -2.09330], [0.15908, -2.92170, -0.42201], [0.20651, -0.11746, -1.55800], [0.13663, -0.36021, 0.18250], [2.13102, -1.98806, -0.52087], [3.72454, -0.35065, 0.03566], [2.29696, -0.13044, 1.09676], [2.76417, 0.69838, -2.45083], [2.45084, 2.97936, -3.40746], [1.95835, 4.87010, -1.87796], [1.79803, 4.48784, 0.56333], [2.97360, 1.99752, 2.11997], [2.37908, 6.48500, -5.62547], [3.56040, 6.07444, -6.50178], [3.36169, 4.56717, -6.59194], [1.95442, 4.34159, -6.52001], [1.29042, 5.53866, -6.11414], [2.10130, 7.53359, -5.72455], [2.60584, 6.28888, -4.57512], [3.47122, 6.52880, -7.49159], [4.53007, 6.34724, -6.08746], [3.84154, 4.05627, -5.74999], [3.74488, 4.13936, -7.51942], [0.76022, 5.95718, -6.97724], [0.55862, 5.29468, -5.34369], [-2.52676, -6.32160, 4.66799], [-2.42593, -6.86328, 6.09208], [-1.88336, -5.65199, 6.84021], [-2.39038, -4.50258, 6.17018], [-2.96567, -4.88471, 4.91064], [-3.22340, -6.87105, 4.03662], [-1.54532, -6.33915, 4.18909], [-3.41920, -7.12438, 6.46613], [-1.78453, -7.73956, 6.18764], [-0.78754, -5.62647, 6.80643], [-2.19636, -5.62276, 7.88620], [-4.05510, -4.80892, 4.98859], [-2.62962, -4.19766, 4.13654]], "forces_ev_per_a": [[0.051, 0.157, 0.064], [-0.153, -0.319, -0.065], [0.285, 0.645, 0.027], [0.838, -0.595, -0.480], [-0.055, 0.037, 0.443], [0.124, 0.327, -0.594], [-0.261, -0.461, 0.496], [-0.168, 0.539, -0.430], [0.115, -0.112, -0.016], [0.298, 0.155, -0.449], [-0.659, 0.132, 0.033], [0.198, -0.432, 0.084], [-0.087, 0.271, 0.178], [0.109, -0.477, 0.002], [-0.055, 0.268, -0.345], [-0.055, 0.041, 0.049], [0.070, -0.118, -0.208], [0.113, 0.304, -0.081], [-0.133, -0.366, 0.158], [-0.101, 0.051, 0.070], [-0.049, -0.180, -0.153], [-0.431, 0.275, 0.305], [-0.135, 0.048, -0.013], [-0.016, 0.059, 0.173], [-0.030, 0.081, -0.069], [0.060, 0.036, -0.054], [0.227, -0.241, 0.091], [-0.102, -0.036, 0.082], [-0.016, 0.117, 0.104], [-0.074, -0.166, 0.056], [-0.008, 0.020, 0.180], [0.029, -0.087, 0.070], [0.201, 0.046, 0.078], [-0.034, 0.050, -0.087], [-0.030, 0.157, 0.020], [-0.016, 0.026, 0.116], [0.008, -0.069, 0.082], [-0.074, -0.148, 0.085], [0.035, -0.016, 0.073], [-0.036, 0.045, -0.061], [0.018, -0.043, 0.117], [0.009, 0.022, -0.034], [-0.009, 0.007, -0.053], [0.000, 0.000, -0.015], [-0.007, -0.001, -0.004], [0.000, -0.006, 0.004], [-0.004, -0.010, 0.019], [0.047, 0.010, -0.019], [-0.037, -0.022, -0.006], [-0.012, 0.031, 0.024], [0.003, -0.042, -0.007], [0.087, -0.011, 0.034], [-0.070, -0.033, -0.003], [0.043, 0.064, -0.055], [0.009, -0.050, 0.012], [-0.049, -0.026, -0.063], [-0.011, 0.005, 0.004], [-0.010, 0.008, -0.013], [0.008, 0.005, 0.006], [0.012, 0.008, -0.003], [0.005, -0.050, 0.027], [0.005, 0.031, 0.003], [0.004, 0.000, -0.028], [-0.023, 0.040, 0.037]], "e_above_lowest_kcal_mol": 0.0, "charge": -1, "total_energy_ha": -1315.07689, "homo_lumo_gap_ev": 6.33, "mol_weight_g_mol": 404.34}



[2]
{"formula": "C22H35BrMgO2P2", "method": "the ωB97M-V functional and the def2-TZVPD basis", "species": ["P", "P", "C", "C", "H", "H", "H", "H", "C", "H", "H", "H", "C", "H", "H", "H", "C", "H", "H", "H", "C", "H", "H", "H", "Mg", "C", "C", "C", "C", "C", "C", "C", "C", "C", "H", "H", "H", "H", "H", "H", "H", "H", "H", "H", "H", "H", "H", "H", "H", "Br", "C", "C", "C", "C", "C", "C", "C", "O", "O", "H", "H", "H", "H"], "xyz": [[2.24499, 2.51136, 0.01555], [-0.58473, 1.90784, -2.57274], [1.94567, 2.83745, -1.72767], [0.52562, 3.28372, -2.12374], [2.28576, 1.93419, -2.26358], [2.64813, 3.64547, -1.98254], [0.02029, 3.87677, -1.34008], [0.61891, 3.90163, -3.03246], [0.20500, 1.16114, -4.01844], [-0.19130, 0.16122, -4.22263], [1.28789, 1.08417, -3.88668], [0.02743, 1.79257, -4.90125], [-2.03111, 2.80271, -3.21163], [-1.73947, 3.46428, -4.03742], [-2.46421, 3.41638, -2.41344], [-2.79244, 2.10690, -3.57901], [3.46431, 1.19707, 0.13226], [3.44522, 0.67966, 1.10327], [4.46200, 1.64918, -0.00148], [3.32770, 0.43706, -0.65799], [3.02414, 4.02536, 0.63174], [2.35151, 4.88608, 0.55134], [3.92648, 4.24834, 0.05222], [3.30642, 3.88977, 1.68178], [1.65186, -2.48369, 0.07851], [-2.47461, 1.03459, -0.50819], [-1.22012, 0.88636, -1.19150], [-0.02070, 0.37148, -0.26113], [0.29487, 1.11648, 1.01832], [0.48552, 2.71174, 0.93123], [-0.87122, 3.20354, 0.79645], [-1.96308, 2.53140, 1.54823], [-2.65342, 1.23355, 0.90540], [2.60572, -2.13045, 1.84590], [-3.37299, 0.88810, -1.11147], [-1.43487, -0.01046, -1.83685], [0.88075, 0.23674, -0.88672], [-0.33083, -0.64022, 0.03286], [-0.49162, 0.85065, 1.72387], [1.16429, 0.64594, 1.49619], [0.85654, 3.07795, 1.91307], [-1.13270, 4.19741, 0.45135], [-2.79134, 3.22982, 1.73031], [-1.62065, 2.23289, 2.55805], [-2.33310, 0.34231, 1.46001], [-3.73872, 1.32127, 1.08855], [1.81063, -2.41017, 2.55664], [2.87746, -1.07409, 1.98310], [3.45056, -2.83755, 1.93734], [-3.13405, -3.73396, 0.04260], [-2.28288, -5.06163, 1.05384], [-2.99987, -6.16924, 1.53203], [-2.35286, -7.19020, 2.23862], [-1.00022, -7.07240, 2.55650], [-0.27558, -5.98191, 2.08683], [-0.89200, -5.01077, 1.29375], [-0.03656, -3.99559, 0.64895], [1.05478, -4.40461, 0.09381], [-0.32683, -2.75018, 0.67427], [-4.07263, -6.23399, 1.35892], [-2.91389, -8.06703, 2.55684], [-0.50642, -7.84641, 3.13998], [0.79660, -5.90799, 2.26818]], "forces_ev_per_a": [[-2.060, 1.886, -0.355], [0.059, 2.619, 0.228], [0.768, 0.168, -0.672], [0.304, 0.503, -0.594], [-0.204, 0.383, -0.056], [-0.082, -0.225, -0.263], [0.241, -0.407, -0.388], [0.008, 0.030, 0.246], [0.084, -0.195, -0.537], [-0.018, 0.112, 0.073], [-0.192, -0.037, 0.085], [-0.007, -0.206, 0.186], [0.093, 0.038, -0.321], [0.055, -0.185, 0.117], [0.123, -0.367, 0.062], [0.093, 0.049, 0.177], [0.894, -0.455, -0.040], [-0.058, 0.308, -0.292], [-0.196, -0.232, 0.058], [-0.099, 0.415, 0.357], [0.755, -0.073, -0.081], [-0.094, -0.371, 0.024], [0.027, -0.018, 0.144], [-0.111, 0.074, -0.113], [-0.888, -0.328, 0.441], [-0.551, 0.569, -1.953], [-0.108, -3.987, 1.717], [-0.970, -0.113, -1.058], [0.234, 0.282, 1.420], [-1.580, -2.370, 2.582], [0.288, 1.040, -1.423], [-0.764, -1.174, -0.104], [-0.369, 1.021, 1.449], [0.587, 0.279, -0.094], [0.273, -0.074, 0.015], [0.542, 0.179, -0.307], [0.261, 0.159, -0.233], [-0.068, 0.294, -0.026], [0.103, 0.346, -0.119], [0.184, -0.086, -0.158], [1.073, -0.243, -0.335], [0.527, 0.302, 0.121], [0.395, 0.199, -0.250], [-0.126, 0.107, -0.019], [0.033, -0.020, 0.438], [0.328, -0.126, 0.087], [0.252, 0.148, -0.222], [0.209, -0.560, 0.381], [-0.187, 0.613, 0.205], [-0.344, 0.014, -0.091], [0.796, -0.979, 0.667], [0.089, 0.119, -0.006], [0.052, 0.521, -0.027], [-0.084, 0.051, -0.091], [-0.134, -0.277, -0.282], [-0.808, -0.232, 0.058], [0.645, 0.984, -0.333], [-0.817, 0.500, 0.165], [0.596, -1.425, -0.363], [0.263, 0.031, -0.093], [0.064, 0.247, -0.029], [-0.087, 0.168, -0.109], [-0.291, 0.006, -0.067]], "e_above_lowest_kcal_mol": 178.1, "total_energy_ha": -4466.28915, "homo_lumo_gap_ev": [3.35, 3.34], "mol_weight_g_mol": 497.68}



[3]
{"formula": "C22H35F3N5O2", "method": "the ωB97M-V functional and the def2-TZVPD basis", "species": ["C", "C", "O", "C", "C", "O", "C", "N", "C", "C", "N", "C", "C", "C", "F", "F", "F", "H", "H", "H", "H", "H", "H", "H", "H", "H", "H", "H", "H", "H", "H", "H", "H", "H", "H", "H", "H", "N", "C", "C", "C", "C", "H", "H", "H", "H", "H", "N", "C", "C", "C", "C", "H", "H", "H", "H", "H", "N", "C", "C", "C", "C", "H", "H", "H", "H", "H"], "xyz": [[3.13368, -0.05035, 1.12406], [1.61052, -0.34544, 0.50191], [1.64140, 0.05185, -0.91394], [0.47964, -0.58654, -1.58513], [-0.95477, 0.21560, -1.27931], [-1.97650, -0.81003, -1.01684], [-3.35112, -0.21039, -1.03593], [-3.91296, 0.05297, 0.34189], [-4.93845, 1.16273, 0.41942], [-4.40739, 2.63851, -0.05376], [-3.11012, 3.08819, -0.04938], [-4.66639, -1.23370, 0.74136], [-3.67432, -2.47060, 1.15551], [-3.72629, -3.76675, 0.15111], [-4.31694, -3.50175, -1.18321], [-2.35401, -4.31953, -0.09620], [-4.54043, -4.85835, 0.76804], [3.23389, -0.40284, 2.24002], [3.28179, 1.12308, 1.13310], [3.94550, -0.52619, 0.42641], [1.42082, -1.49033, 0.68976], [0.85890, 0.34608, 1.09424], [0.62534, -0.58676, -2.76945], [0.33989, -1.68750, -1.19263], [-1.15614, 0.85905, -2.24183], [-0.77014, 0.92184, -0.33558], [-3.27304, 0.72674, -1.73221], [-4.03092, -0.99541, -1.62169], [-3.13629, 0.13777, 1.05909], [-5.22571, 1.26525, 1.57373], [-5.91233, 0.79133, -0.12057], [-5.24119, 3.38419, -0.47583], [-3.17656, 4.08251, -0.42422], [-5.28218, -0.91915, 1.71521], [-5.47702, -1.50145, -0.06967], [-2.54695, -2.14413, 1.31841], [-4.04323, -2.86041, 2.22047], [4.57901, 2.77881, 4.08350], [5.90082, 3.11959, 3.96014], [5.98943, 4.16479, 3.06800], [4.67414, 4.46893, 2.64285], [3.82296, 3.59976, 3.28781], [4.21787, 2.03812, 4.67051], [6.66331, 2.58957, 4.51503], [6.90261, 4.65599, 2.75791], [4.37952, 5.23948, 1.94219], [2.74699, 3.49462, 3.24775], [3.54218, -5.19921, 2.91181], [3.98847, -4.48897, 1.82788], [2.90718, -4.22594, 1.01682], [1.76767, -4.79241, 1.63641], [2.18821, -5.38447, 2.80625], [4.12112, -5.53349, 3.67123], [5.03471, -4.23361, 1.72595], [2.93579, -3.68353, 0.08071], [0.74978, -4.77022, 1.26912], [1.64154, -5.92146, 3.56991], [0.02357, 2.25057, -4.53712], [0.75448, 2.73054, -5.59255], [-0.12510, 3.11134, -6.58125], [-1.43278, 2.85756, -6.10290], [-1.31153, 2.32901, -4.83725], [0.40896, 1.89503, -3.67185], [1.83507, 2.75847, -5.55045], [0.14577, 3.52810, -7.54264], [-2.36282, 3.04126, -6.62516], [-2.05896, 2.00166, -4.12693]], "forces_ev_per_a": [[-0.684, 1.017, -0.395], [1.921, 0.466, 1.617], [-2.421, -2.007, 0.468], [-0.717, -0.061, -0.293], [2.417, 0.571, 0.122], [-2.177, 2.371, 0.190], [1.961, -0.902, -3.905], [-0.232, -1.467, 0.242], [-0.574, 1.924, 1.181], [2.500, 1.900, -0.972], [-5.739, -1.437, -0.276], [-1.385, -0.975, 1.896], [-0.068, -0.561, 0.659], [0.377, -2.154, -0.954], [1.812, -0.689, 4.224], [-4.724, 1.853, 0.853], [2.716, 3.607, -2.184], [-0.296, 0.420, -2.330], [-0.151, -2.407, -0.096], [-1.635, 0.807, 1.492], [-0.020, 2.165, -0.714], [1.250, -1.565, -1.108], [0.021, -0.001, 2.757], [0.328, 2.068, -0.889], [-0.195, -1.241, 1.977], [-0.634, -1.442, -2.073], [-0.462, -1.356, 1.909], [1.353, 1.670, 1.701], [-0.830, 0.409, -1.232], [0.612, -0.204, -2.525], [2.081, 0.993, 0.740], [1.517, -2.021, 1.168], [0.295, -1.476, 0.625], [1.436, -0.837, -2.093], [1.973, 0.536, 1.476], [-2.380, -0.683, -0.733], [0.766, 0.663, -2.531], [-0.013, -0.028, 0.043], [0.097, 0.018, -0.063], [0.235, -0.240, 0.240], [-0.398, -0.084, 0.005], [-0.057, 0.032, -0.111], [0.168, 0.327, -0.215], [-0.111, 0.119, -0.117], [-0.159, -0.096, 0.074], [0.040, -0.131, 0.133], [0.179, 0.055, -0.004], [-0.092, 0.088, -0.070], [0.047, 0.024, -0.040], [0.383, 0.144, 0.028], [-0.184, -0.141, 0.334], [-0.054, -0.029, 0.040], [-0.218, 0.118, -0.300], [-0.193, -0.048, -0.029], [0.048, -0.107, 0.122], [0.146, -0.061, 0.055], [0.077, 0.076, -0.169], [0.060, -0.016, 0.096], [0.027, 0.007, -0.114], [0.380, -0.020, 0.127], [-0.275, -0.124, 0.292], [-0.092, 0.005, -0.102], [-0.035, 0.205, -0.345], [-0.199, 0.000, -0.038], [-0.038, -0.077, 0.188], [0.161, -0.035, 0.096], [0.057, 0.066, -0.150]], "charge": 1, "total_energy_ha": -1582.61340, "homo_lumo_gap_ev": 6.31, "mol_weight_g_mol": 458.55}